[1]
{
  "formula": "C51H49N2O6P2PdS",
  "method": "ωB97M-V/def2-TZVPD",
  "elements": ["H", "H", "C", "H", "C", "H", "C", "C", "C", "C", "C", "C", "C", "H", "H", "C", "H", "C", "H", "H", "C", "H", "H", "Pd", "C", "H", "C", "H", "C", "C", "C", "H", "N", "H", "C", "C", "H", "H", "C", "C", "S", "C", "C", "C", "H", "H", "H", "C", "O", "H", "O", "C", "C", "H", "C", "H", "O", "C", "C", "H", "C", "C", "H", "H", "C", "C", "C", "H", "H", "C", "H", "H", "P", "H", "C", "H", "C", "C", "C", "O", "H", "H", "H", "H", "O", "H", "C", "H", "N", "C", "H", "H", "C", "H", "C", "H", "C", "C", "H", "C", "O", "P", "C", "H", "H", "C", "H", "C", "H", "C", "H", "H"],
  "positions_angstrom": [[8.0914, 0.8239, 1.8069], [-2.9821, 4.4744, -0.7071], [-0.4005, -2.1050, -1.1537], [-2.2377, -8.1648, -1.4527], [7.0379, 0.5438, 1.7831], [-3.1388, -6.2101, -2.5153], [-4.6422, 2.2141, -2.1068], [-2.8684, -0.4335, 4.6572], [-1.0695, 4.3129, -1.6726], [0.0741, 5.2938, 2.4956], [5.1627, -0.6619, 2.7425], [-3.1954, -6.2212, -1.4231], [0.7067, 5.1077, 1.2648], [1.5412, 0.9820, -7.3531], [-3.6288, 1.4853, 4.0067], [-0.5602, 5.8529, -3.4263], [-3.1178, 1.1926, -0.9202], [-1.9774, -1.8648, 2.9219], [0.5196, -2.5834, -1.4868], [0.2973, -7.9878, 0.1756], [4.8698, 0.6513, 0.7066], [7.1486, -0.6589, 3.5771], [-1.9693, 2.1880, -4.9356], [0.0162, 0.1401, 0.2255], [1.7253, -3.1276, 4.5992], [4.2189, 0.9739, -0.1085], [1.2794, 0.4261, -3.9979], [-2.4087, -7.4521, 0.1712], [-2.7382, 5.8827, -2.3508], [1.7591, -1.4851, 6.3819], [-2.8990, -4.8344, -0.8932], [1.4328, 2.6640, 4.2066], [-1.5023, -4.4233, -1.0135], [1.7820, -6.8611, -2.2134], [-1.7261, -1.0019, 0.5855], [1.5143, 1.7266, -3.5747], [-3.0136, 1.1159, 1.6148], [-2.3785, -0.6424, -0.2222], [1.5072, -6.7755, -1.1572], [1.4296, -2.1280, 3.6638], [1.1186, -5.0511, -0.8424], [1.8987, 2.4629, -5.8217], [-2.8165, 0.3516, 2.3718], [0.2660, -7.6003, -0.8591], [1.0413, -0.8401, -5.7153], [0.8620, 4.4322, -2.5906], [1.3118, 0.5622, 5.7613], [1.3356, -0.8181, 4.1206], [-0.7593, 3.1472, -0.9313], [2.1432, 3.2614, -6.5253], [-1.1184, 1.3417, -2.6726], [6.5133, -0.2892, 2.7738], [-3.3813, 1.6662, -1.8699], [1.0906, -0.3626, -3.2685], [6.2193, 1.0098, 0.7536], [-0.4214, -2.6950, 0.9695], [2.9987, -0.5167, 1.6935], [-4.9425, 2.7822, -3.3427], [-2.4400, 1.7444, -2.8900], [0.1434, 6.2239, -4.1688], [4.3601, -0.1580, 1.7173], [-2.1759, -0.8373, 1.9776], [-5.3844, 2.1942, -1.3023], [-4.2402, 3.1978, -5.3509], [1.8984, -2.8062, 5.9445], [1.1963, 3.3313, 3.3818], [-4.0021, 2.7787, -4.3729], [-1.5581, -2.8185, 2.5963], [-3.7444, 6.2858, -2.2675], [-2.2921, -1.6430, 4.2602], [4.7296, -1.3303, 3.4878], [-2.1765, 7.1634, -4.0000], [-0.1407, 1.7137, -1.4261], [-0.1586, 4.5573, 4.5193], [-2.1982, -7.2238, -0.8905], [6.6120, 1.6592, -0.0304], [1.9243, 2.7340, -4.4508], [1.2777, 0.1667, -5.3702], [-0.7461, -1.9874, 0.2023], [2.3640, 1.9012, 1.8065], [1.8206, -4.1571, 4.2482], [-3.4836, -4.0861, -1.4370], [2.3534, -7.0563, -0.5259], [-2.0793, -2.4254, 4.9873], [1.1320, 0.2517, 3.2494], [2.0905, 3.8672, 0.1321], [-1.8539, 6.3708, -3.3237], [1.8877, -1.2270, 7.4316], [-0.8533, -6.6961, -1.0375], [1.5644, 1.1877, -6.2814], [-0.6087, 6.1345, 2.6275], [0.5345, 5.7990, 0.4372], [-0.1474, 4.8360, -2.5646], [2.2183, 3.7088, -4.0646], [1.7317, 3.1266, 2.1186], [1.2572, -2.3653, 2.6133], [-2.7360, 2.2326, -4.1601], [-2.3299, 4.8713, -1.4850], [-3.2182, -4.7969, 0.1638], [1.5731, 4.0336, 1.0775], [1.2304, 2.0869, -2.2445], [1.6836, 0.4335, 1.7229], [0.3214, 4.4121, 3.5518], [-1.1088, -1.7616, -1.9164], [-4.2011, -6.5307, -1.1341], [-3.1522, 0.5519, 3.7072], [-3.0972, -0.2651, 5.7105], [-0.6147, -5.3549, -0.9685], [-5.9283, 3.2229, -3.5095], [1.4503, -0.4783, 5.4700], [2.1381, -3.5921, 6.6636], [0.1572, -8.4545, -1.5394]],
  "mulliken_charge": [0.37, 0.43, -1.11, 0.33, -0.59, 0.32, -0.65, -0.48, 0.19, -0.79, -0.48, -0.75, -0.48, 0.40, 0.44, -0.84, -0.35, -0.19, 0.23, 0.30, -0.23, 0.39, 0.45, -0.89, -1.08, 0.39, -0.24, 0.31, -0.56, -0.52, -0.79, 0.41, 0.00, 0.31, -0.50, 0.55, 0.35, 0.87, -0.51, 0.11, -0.09, -0.61, 0.07, -0.78, 0.41, 0.48, 0.31, 0.57, 0.06, 0.41, 0.20, -0.51, 0.55, 0.30, -0.64, 0.13, -0.04, -0.66, 0.45, 0.42, 0.41, -0.10, 0.41, 0.43, -0.66, -0.42, -0.50, 0.39, 0.44, -0.67, 0.43, 0.40, 0.23, 0.43, -0.57, 0.39, -0.44, -0.56, 1.24, -0.21, 0.45, 0.40, 0.40, 0.38, -0.26, 0.52, -0.61, 0.42, 0.04, -0.67, 0.42, 0.50, -0.18, 0.49, 0.10, 0.37, -0.62, -0.24, 0.26, -0.17, 0.23, 1.07, -0.50, 0.13, 0.37, -0.86, 0.42, 0.26, 0.39, -0.48, 0.41, 0.36],
  "total_charge": 1,
  "orbital_gap_ev": 6.09,
  "lumo_energy_ev": -4.206,
  "e_homo_ev": -10.291
}

***

[2]
{
  "formula": "C63H74BClFO9PS",
  "method": "ωB97M-V/def2-TZVPD",
  "elements": ["C", "C", "C", "C", "C", "C", "H", "O", "H", "H", "H", "O", "C", "Cl", "H", "C", "O", "C", "C", "C", "H", "C", "H", "C", "H", "H", "H", "C", "C", "C", "H", "C", "H", "H", "C", "H", "C", "H", "H", "H", "C", "C", "C", "C", "C", "H", "H", "C", "C", "C", "H", "H", "H", "H", "H", "C", "H", "F", "H", "C", "H", "B", "O", "C", "C", "H", "C", "H", "H", "C", "C", "C", "C", "H", "H", "H", "C", "C", "C", "C", "C", "O", "H", "C", "H", "H", "O", "H", "H", "P", "H", "H", "H", "H", "C", "H", "H", "H", "H", "C", "S", "C", "C", "H", "C", "H", "H", "C", "H", "H", "C", "C", "O", "H", "H", "H", "H", "H", "C", "C", "H", "C", "H", "H", "H", "H", "H", "H", "C", "H", "C", "O", "H", "H", "H", "O", "H", "C", "C", "H", "H", "C", "C", "H", "C", "C", "H", "C", "C", "H", "H"],
  "positions_angstrom": [[-4.5110, -7.2589, -0.3760], [-4.4371, 0.4240, 0.1817], [-3.6597, -1.7535, 5.1439], [-2.9456, -6.6814, -5.8078], [-0.3878, -5.6372, -5.5179], [2.3637, 5.1274, 4.9485], [-3.2881, -5.9851, -3.8087], [-0.1855, 1.2384, 3.4738], [2.9251, 3.6768, 6.4048], [-0.4977, -4.2483, -9.4280], [-2.7177, 0.3748, -6.8143], [0.4813, -0.2636, 1.2703], [0.4951, -3.8294, -9.3202], [1.6823, 4.8594, -0.1924], [3.6236, 4.5380, 1.4808], [-4.8970, -7.8735, -1.5588], [-1.4885, 4.5870, -0.3198], [-2.5214, -3.6445, 6.0975], [-5.4576, -7.1200, -2.5795], [1.7216, 6.7825, 7.0720], [-1.0168, -5.0571, -3.5511], [-4.0061, -1.6829, 1.2933], [-0.3042, -1.3852, 4.8896], [6.0972, 2.2793, 1.2181], [7.4203, 3.6112, 3.1293], [0.6096, -5.2306, -5.4077], [9.7481, 5.9148, 5.8781], [2.1383, -2.6905, -7.9848], [-1.4255, 1.5765, 0.4882], [1.6686, 4.0247, 2.9965], [1.4582, 7.4247, 7.9001], [4.0949, 3.5744, 1.5495], [-4.3883, -5.4157, 0.7134], [-0.0529, -6.3073, -7.5268], [0.8653, -3.2246, -8.1270], [-2.8035, -3.1368, 0.1622], [-3.6014, -0.0813, -4.9148], [-5.7468, -7.5957, -3.5080], [-0.9531, 3.1328, 3.4958], [-2.7018, 4.3952, 3.1189], [1.3972, -3.8971, -10.3728], [6.3275, 4.5239, 4.7346], [-2.7114, -2.4512, 1.0040], [0.6816, 2.7749, -1.5270], [7.4768, 4.2265, 4.0154], [-4.3096, -1.9169, 2.3133], [-1.2244, 5.4831, -0.5556], [-0.9645, 2.2482, 2.8524], [1.8853, 2.6238, 2.3758], [4.1111, 1.2619, 2.1376], [5.9516, 0.2264, 1.8151], [-2.4027, -0.2258, 4.3109], [-0.3785, -3.5819, 6.0252], [-3.8300, 0.9521, -4.6870], [2.4257, -2.2176, -7.0545], [8.7054, 4.7272, 4.4270], [-1.5909, 0.6297, 0.9911], [-2.2388, 1.7642, 2.9365], [-3.4890, 3.6427, 1.7214], [-3.0041, -2.7302, -5.4940], [-2.7961, 0.5583, -1.2389], [1.2621, 0.7463, 0.7701], [2.3620, 0.4601, 0.0322], [-2.0375, -6.7677, -6.8556], [-1.2569, -1.8373, 5.1382], [-0.3885, 2.8912, -1.4164], [-2.5779, -6.0635, -4.6213], [7.1241, 2.1819, 0.8932], [5.5172, 5.5715, 6.4218], [-3.9416, -1.0829, -4.0157], [-3.4404, 1.2150, -0.6415], [1.0295, 1.4941, -2.2994], [1.5625, 7.2303, 5.7722], [0.1598, -3.1712, -7.3069], [1.7775, 6.7432, 3.6794], [-5.4125, -4.0753, -1.0943], [-1.2984, -5.5432, -4.4767], [2.5248, -0.8390, -0.5298], [0.9469, 2.3409, 1.0789], [-0.7603, -6.2447, -6.7096], [-1.2992, -3.0698, 5.7764], [-2.6779, 2.1260, 0.1201], [-3.2156, 5.3961, 1.7731], [2.2152, 5.5044, 7.3020], [2.3437, 5.1506, 8.3156], [9.6003, 4.4933, 3.8638], [1.4385, 2.1822, 5.0023], [1.6034, -1.1952, -0.9850], [1.1886, 8.2257, 5.5754], [-1.1392, 4.3758, 1.2769], [-5.0007, -0.2301, -0.4927], [0.9614, 3.5915, -2.1920], [-2.5539, -4.6055, 6.5947], [-4.7544, -8.9385, -1.6872], [-2.8019, 4.4211, 2.0332], [3.6460, 0.3623, 2.4830], [-2.3267, -7.2385, -7.7865], [-4.4415, -0.8302, -3.0881], [2.8753, -1.5435, 0.2251], [2.6714, -3.3653, -10.2298], [1.3591, 1.4935, 3.7549], [-5.2646, -5.1402, -1.2267], [7.6398, 5.8308, 6.2739], [5.3684, 4.1343, 4.4132], [-5.6433, -5.7534, -2.4131], [2.4871, 2.7015, -0.3879], [-6.0826, -5.1662, -3.2102], [8.7895, 5.5270, 5.5575], [-3.8980, -3.1910, -3.5987], [5.9203, 4.3537, 0.7380], [6.4121, 5.3302, 5.8631], [1.8784, 6.4060, 4.7027], [1.9398, 0.1851, 3.6719], [-3.9423, -7.0895, -5.9193], [2.0797, 1.2391, -2.1830], [0.4156, 0.6423, -1.9985], [-2.4615, -3.0645, 1.8727], [1.6311, 4.7891, 2.2336], [-2.6805, -1.7302, -6.4011], [5.4181, 3.4824, 1.1375], [-4.8258, -2.0188, 0.6520], [5.4405, 1.1768, 1.7384], [3.3757, -3.4199, -11.0498], [-0.8844, 1.3304, -0.4278], [7.6999, 6.4599, 7.1529], [-5.1549, 1.1363, 0.6036], [0.8290, 1.6598, -3.3571], [-2.7668, -3.7610, -5.7126], [-4.6913, -5.8934, -0.2099], [-4.5797, -1.2374, 4.8988], [3.0425, -2.7633, -9.0356], [-3.8442, -0.2764, 1.2492], [0.9632, -0.8917, 1.8198], [-4.0222, 1.8046, -1.3576], [-4.0698, -7.8458, 0.4191], [2.7236, 4.2961, 3.9161], [1.1075, -4.3645, -11.3051], [-2.9754, -0.4056, -6.1098], [-2.4375, -1.1810, 4.8181], [-1.8736, -1.7679, 0.8753], [4.0367, -2.3504, -8.9240], [3.3970, 2.4595, 2.0358], [-3.6396, -2.4077, -4.3021], [-4.6553, -3.4301, 6.0401], [2.5354, 4.6714, 6.2408], [-3.7023, -2.9848, 5.7841], [0.7336, 4.0845, 3.5505], [1.4636, 3.0240, -0.2276], [-0.5989, 2.5359, 1.3811], [-2.1918, -1.9826, -7.3339], [3.2934, -0.7600, -1.2953]],
  "mulliken_charge": [-0.46, -0.71, -0.68, -0.24, -0.43, -0.10, 0.30, 0.22, 0.59, 0.40, 0.40, -0.29, -0.41, -0.16, 0.36, -0.46, -0.48, -0.39, -0.32, -0.51, 0.38, -0.41, 0.42, -0.83, 0.29, 0.42, 0.36, -0.64, -1.12, -2.86, 0.41, 0.06, 0.43, 0.50, -0.06, 0.16, -0.59, 0.41, 0.43, 0.30, -0.50, 0.01, -0.30, -0.94, -0.20, 0.15, 0.36, -1.99, 1.46, -0.35, 0.47, 0.40, 0.40, 0.40, 0.38, -0.56, 0.26, -0.44, 0.14, 0.03, 0.26, 1.33, -1.03, -0.61, -0.29, 0.25, -0.14, 0.51, 0.40, -0.24, -0.32, -1.13, -0.78, 0.48, 0.40, 0.39, -0.53, -1.11, -0.53, -0.40, -0.66, -0.22, 0.50, -0.92, 0.43, 0.37, -0.70, 0.30, 0.40, -0.07, 0.39, 0.81, 0.38, 0.38, -1.10, 0.63, 0.39, 0.42, 0.35, -0.41, 1.58, -0.22, -0.50, 0.32, -0.52, 0.80, 0.40, -0.40, 0.47, 0.44, -0.46, 0.05, -0.81, 0.38, 0.18, 0.10, 0.28, 0.05, -0.59, -1.21, 0.40, -1.08, 0.36, -0.60, 0.38, 0.23, 0.51, 0.30, -0.41, 0.43, -0.35, -0.03, 0.20, 0.42, 0.40, 0.37, 0.36, -0.50, 0.02, -0.22, 0.36, 0.47, -0.57, 0.38, 0.05, -0.46, 1.29, 0.13, 3.60, 0.46, 0.31],
  "orbital_gap_ev": 8.66,
  "smiles": "CCOCCOC[C@@]1(P(C)O)[C@@H](F)OS(=O)(=O)[C@@](COc2ccccc2)(c2ccccc2)[C@]1(B(O)OC)[C@H](Cl)CC.c1ccccc1.c1ccccc1.c1ccccc1.c1ccccc1.c1ccccc1.c1ccccc1",
  "lumo_energy_ev": 0.196,
  "e_homo_ev": -8.467
}

***

[3]
{
  "formula": "C3H7NO2",
  "method": "ωB97M-V/def2-TZVPD",
  "elements": ["H", "H", "H", "H", "C", "N", "O", "C", "H", "O", "C", "H", "H"],
  "positions_angstrom": [[-0.5938, 1.3299, 0.4979], [2.4658, 1.2709, 0.0251], [2.3024, 0.0522, 1.1122], [-1.5983, -1.2830, -0.7788], [0.8949, -0.0130, -0.3479], [1.7897, 0.7206, 0.5436], [-2.8680, 0.0047, 0.1028], [-1.6061, -0.3401, -0.2447], [1.1067, 0.2575, -1.3975], [1.1343, -1.3966, -0.2158], [-0.5214, 0.3850, -0.0111], [0.3465, -1.8324, 0.1221], [-2.8527, 0.8443, 0.5921]],
  "nbo_charge": [0.21, 0.36, 0.38, 0.18, 0.22, -0.86, -0.67, 0.15, 0.15, -0.72, -0.35, 0.47, 0.48],
  "e_above_lowest_ev": 1.972,
  "orbital_gap_ev": 10.00,
  "smiles": "N[C@@H](O)/C=C/O",
  "lumo_energy_ev": 0.897,
  "e_homo_ev": -9.102
}

***

[4]
{
  "formula": "C6H12N2",
  "method": "ωB97M-V/def2-TZVPD",
  "elements": ["H", "H", "H", "C", "C", "H", "C", "H", "H", "C", "H", "H", "C", "N", "H", "H", "H", "N", "H", "C"],
  "positions_angstrom": [[-2.2330, -0.5156, -1.0764], [2.8900, 0.0195, 0.1398], [-0.0095, 2.7823, 0.2634], [0.6086, -0.7373, -0.7266], [-1.3900, 1.3254, -0.4711], [-1.6285, 2.8943, 0.9556], [1.1376, -0.8928, 0.6661], [-1.7658, -0.3971, 0.6839], [2.7088, -0.3480, 1.8060], [-1.6928, 0.0197, -0.3102], [0.8564, 0.2380, -1.1704], [-1.5648, 1.8088, -1.4272], [0.3988, -1.7962, -1.5265], [2.2824, -0.1822, 0.9119], [-0.0023, -2.7257, -1.1467], [-0.2669, -2.0163, 1.3299], [-0.5317, 1.6010, 1.4682], [0.5952, -1.5439, 1.6154], [0.4657, -1.7288, -2.6034], [-0.8581, 2.1949, 0.6180]],
  "nbo_charge": [0.20, 0.39, 0.21, -0.24, -0.17, 0.22, 0.40, 0.20, 0.40, -0.40, 0.21, 0.19, -0.38, -0.81, 0.20, 0.34, 0.22, -0.73, 0.20, -0.66],
  "e_above_lowest_ev": 2.261,
  "orbital_gap_ev": 9.42,
  "smiles": "[H]/N=C(/N)C=C.C=CC",
  "lumo_energy_ev": 0.947,
  "e_homo_ev": -8.474
}